Computed, not measured: a structure of composition C64H94CaNO2P3Si, with ωB97M-V/def2-TZVPD.

```
166
Properties=species:S:1:pos:R:3
Ca 0.356 -0.117 -0.556
C -0.720 -0.442 -4.572
C 0.800 -0.260 -4.442
C 1.137 1.206 -4.169
P 1.383 -1.322 -3.053
C 1.133 -3.044 -3.691
C 1.368 -3.234 -5.186
C 1.951 -4.049 -2.883
C 3.208 -1.036 -3.051
C 3.922 -0.971 -4.253
C 5.279 -0.684 -4.273
C 5.946 -0.436 -3.081
C 5.254 -0.488 -1.878
C 3.885 -0.803 -1.828
Si 3.060 -0.956 -0.107
C 3.007 -2.834 0.258
C 4.040 -3.631 -0.258
C 4.200 -4.950 0.131
C 3.323 -5.507 1.055
C 2.276 -4.747 1.552
C 2.094 -3.414 1.155
P 0.614 -2.444 1.664
C 0.818 -2.275 3.495
C 0.798 -3.512 4.391
C 2.127 -1.518 3.726
C -0.799 -3.564 1.242
C -0.554 -4.097 -0.173
C -1.248 -4.674 2.185
C 4.342 -0.399 1.201
C 5.450 -1.174 1.586
C 6.336 -0.724 2.554
C 6.127 0.508 3.171
C 5.035 1.280 2.816
C 4.134 0.834 1.837
P 2.660 1.709 1.200
C 1.555 2.062 2.677
C 2.195 2.157 4.061
C 0.689 3.304 2.432
C 3.300 3.329 0.610
C 3.973 4.266 1.608
C 4.225 3.051 -0.581
H -1.102 0.177 -5.389
H -1.229 -0.149 -3.650
H -1.000 -1.480 -4.779
H 1.284 -0.579 -5.363
H 0.659 1.549 -3.247
H 0.766 1.835 -4.984
H 2.211 1.380 -4.071
H 0.076 -3.230 -3.478
H 2.418 -3.078 -5.448
H 0.753 -2.576 -5.803
H 1.118 -4.265 -5.455
H 3.020 -3.932 -3.085
H 1.663 -5.069 -3.154
H 1.802 -3.933 -1.810
H 3.408 -1.122 -5.195
H 5.810 -0.640 -5.217
H 7.003 -0.196 -3.086
H 5.789 -0.280 -0.956
H 4.732 -3.209 -0.986
H 5.006 -5.546 -0.285
H 3.443 -6.537 1.374
H 1.577 -5.206 2.239
H -0.008 -1.615 3.779
H 1.634 -4.180 4.164
H -0.127 -4.080 4.338
H 0.924 -3.184 5.428
H 2.988 -2.154 3.498
H 2.204 -1.204 4.771
H 2.203 -0.633 3.098
H -1.622 -2.855 1.176
H 0.253 -4.833 -0.194
H -1.460 -4.582 -0.543
H -0.303 -3.289 -0.871
H -0.461 -5.390 2.428
H -2.055 -5.232 1.694
H -1.657 -4.276 3.115
H 5.625 -2.140 1.127
H 7.187 -1.334 2.836
H 6.811 0.858 3.936
H 4.874 2.221 3.325
H 0.883 1.205 2.666
H 2.710 3.113 4.195
H 2.901 1.360 4.273
H 1.401 2.105 4.813
H 1.269 4.221 2.565
H -0.129 3.324 3.159
H 0.240 3.333 1.440
H 2.393 3.808 0.228
H 4.969 3.912 1.878
H 3.399 4.412 2.523
H 4.098 5.245 1.135
H 5.134 2.539 -0.248
H 3.739 2.423 -1.333
H 4.523 3.988 -1.062
C -4.598 5.699 -0.953
C -4.433 4.379 -0.198
C -4.643 4.649 1.301
C -5.510 3.400 -0.692
C -3.045 3.764 -0.394
C -2.764 2.543 0.137
C -1.445 2.015 0.081
N -1.097 0.890 0.724
C -2.131 -0.089 0.915
C -2.817 -0.227 2.108
C -3.850 -1.152 2.230
C -4.172 -1.875 1.085
C -3.475 -1.804 -0.128
C -2.357 -0.940 -0.215
O -1.488 -0.883 -1.225
C -4.068 -2.580 -1.329
C -3.141 -2.716 -2.550
C -5.315 -1.808 -1.796
C -4.498 -3.997 -0.906
C -4.656 -1.333 3.520
C -4.613 -2.801 3.963
C -4.096 -0.478 4.660
C -6.117 -0.921 3.279
C -0.381 2.713 -0.669
O 0.745 2.090 -0.770
C -0.708 3.966 -1.259
C -1.999 4.439 -1.080
C 0.231 4.835 -2.128
C -0.349 4.902 -3.554
C 1.689 4.340 -2.249
C 0.298 6.254 -1.546
H -5.619 6.065 -0.817
H -4.427 5.575 -2.027
H -3.917 6.470 -0.580
H -5.612 5.134 1.469
H -3.858 5.302 1.691
H -4.623 3.717 1.874
H -6.507 3.812 -0.504
H -5.445 2.433 -0.184
H -5.409 3.220 -1.767
H -3.514 1.967 0.667
H -2.543 0.433 2.927
H -5.030 -2.539 1.132
H -2.827 -1.747 -2.928
H -3.689 -3.247 -3.338
H -2.239 -3.286 -2.318
H -5.040 -0.801 -2.122
H -6.045 -1.714 -0.987
H -5.795 -2.324 -2.637
H -3.705 -4.502 -0.348
H -4.725 -4.596 -1.795
H -5.395 -3.994 -0.282
H -3.580 -3.118 4.138
H -5.044 -3.463 3.206
H -5.177 -2.938 4.894
H -3.037 -0.691 4.840
H -4.643 -0.690 5.582
H -4.198 0.591 4.449
H -6.594 -1.562 2.531
H -6.170 0.111 2.919
H -6.696 -0.993 4.206
H -2.238 5.397 -1.528
H -0.311 3.915 -4.026
H 0.241 5.595 -4.162
H -1.388 5.240 -3.566
H 1.771 3.259 -2.264
H 2.303 4.706 -1.420
H 2.123 4.740 -3.172
H -0.665 6.772 -1.584
H 1.021 6.850 -2.113
H 0.624 6.223 -0.502
```

The calculation puts the gap between HOMO and LUMO (spin up / spin down) at 5.67 / 6.03 eV.

Computed, not measured: the ion C22H21N2O4 with charge -1, with ωB97M-V/def2-TZVPD.

```
49
Properties=species:S:1:pos:R:3
C 1.207 2.001 1.519
C 1.870 1.005 2.430
O 1.542 0.904 3.595
N 2.908 0.215 1.796
C 2.511 -1.148 1.576
C 3.180 -1.798 0.390
O 1.712 -1.731 2.285
C 4.248 0.399 2.352
C 4.178 1.233 3.583
C 4.387 0.822 4.861
N 4.188 1.645 5.943
C 4.314 3.028 5.949
C 4.834 3.874 4.970
C 4.907 5.245 5.243
C 4.564 5.739 6.511
C 4.120 4.875 7.520
C 4.013 3.519 7.237
C 3.639 2.392 8.131
C 3.981 1.151 7.284
C 5.439 0.538 7.650
O 5.436 -0.691 7.491
O 6.234 1.434 7.962
C 5.098 1.120 1.306
C 6.449 0.825 1.123
C 7.194 1.545 0.184
C 6.583 2.551 -0.574
C 5.231 2.860 -0.376
C 4.500 2.142 0.583
H 1.518 1.854 0.478
H 0.117 1.887 1.609
H 1.454 3.029 1.839
H 3.851 -1.097 -0.122
H 3.732 -2.687 0.730
H 2.395 -2.150 -0.300
H 4.675 -0.588 2.571
H 3.869 2.262 3.375
H 4.541 -0.243 5.090
H 5.206 3.465 4.035
H 5.251 5.927 4.466
H 4.659 6.806 6.715
H 3.853 5.234 8.516
H 2.561 2.392 8.345
H 4.182 2.417 9.084
H 3.246 0.342 7.333
H 6.892 0.036 1.731
H 8.255 1.323 0.052
H 7.173 3.124 -1.291
H 4.736 3.650 -0.947
H 3.449 2.366 0.766
```

As for the total charge: -1. The SMILES is CC(=O)N(C(C)=O)[C@H](/C=C/N1c2ccccc2C[C@@H]1C(=O)[O-])c1ccccc1. The calculation puts the gap between HOMO and LUMO at 5.93 eV.

Computed, not measured: a structure of composition C19H34Br2N2NbO6, with ωB97M-V/def2-TZVPD.

```
64
Properties=species:S:1:pos:R:3
C 3.900 3.197 0.500
C 3.602 1.684 0.990
O 2.644 1.570 1.823
N 4.359 0.546 0.492
C 4.808 0.714 -0.920
C 3.669 -0.756 0.725
C 2.245 -0.888 -0.070
C 1.077 -1.173 0.984
C -0.352 -1.548 0.340
Nb -1.019 -0.246 -1.392
N -1.656 0.826 -3.172
C -0.882 1.873 -3.333
O -0.303 2.907 -3.688
C -2.431 1.020 -0.062
Br -1.797 1.196 1.824
C -3.981 0.574 -0.201
C -4.864 0.814 1.119
Br -4.767 1.754 -1.641
H 3.626 3.375 -0.591
H 4.994 3.397 0.755
H 3.238 3.909 1.118
H 3.916 0.814 -1.650
H 5.479 -0.177 -1.170
H 5.443 1.659 -1.096
H 3.476 -0.955 1.832
H 4.344 -1.561 0.243
H 2.241 -1.752 -0.819
H 2.132 0.078 -0.663
H 1.413 -2.103 1.592
H 0.907 -0.348 1.751
H -0.275 -2.639 -0.046
H -1.108 -1.597 1.213
H -2.392 -1.430 -1.676
H 0.070 -1.239 -2.484
H 0.244 1.024 -1.100
H -2.371 2.083 -0.513
H -4.057 -0.501 -0.569
H -5.925 0.431 0.880
H -4.909 1.952 1.283
H -4.510 0.237 2.034
O 7.202 -0.751 -2.096
C 7.376 -1.883 -1.725
O 6.511 -2.561 -0.924
C 7.072 -3.834 -0.586
C 8.088 -4.120 -1.668
C 8.579 -2.733 -2.028
H 7.530 -3.761 0.405
H 6.283 -4.587 -0.557
H 8.881 -4.797 -1.346
H 7.592 -4.569 -2.533
H 9.409 -2.417 -1.391
H 8.853 -2.665 -3.081
O -8.526 -0.766 2.143
C -8.843 0.387 2.011
O -8.016 1.354 1.529
C -8.673 2.623 1.608
C -10.149 2.305 1.658
C -10.173 0.980 2.389
H -8.328 3.138 2.509
H -8.414 3.225 0.735
H -10.742 3.084 2.141
H -10.534 2.170 0.642
H -10.208 1.114 3.473
H -10.995 0.349 2.052
```

As for the total charge: -1. The calculation puts the gap between HOMO and LUMO at 6.83 eV.

Copy entry 3 word for word.
Computed, not measured: a structure of composition C19H34Br2N2NbO6, with ωB97M-V/def2-TZVPD.

```
64
Properties=species:S:1:pos:R:3
C 3.900 3.197 0.500
C 3.602 1.684 0.990
O 2.644 1.570 1.823
N 4.359 0.546 0.492
C 4.808 0.714 -0.920
C 3.669 -0.756 0.725
C 2.245 -0.888 -0.070
C 1.077 -1.173 0.984
C -0.352 -1.548 0.340
Nb -1.019 -0.246 -1.392
N -1.656 0.826 -3.172
C -0.882 1.873 -3.333
O -0.303 2.907 -3.688
C -2.431 1.020 -0.062
Br -1.797 1.196 1.824
C -3.981 0.574 -0.201
C -4.864 0.814 1.119
Br -4.767 1.754 -1.641
H 3.626 3.375 -0.591
H 4.994 3.397 0.755
H 3.238 3.909 1.118
H 3.916 0.814 -1.650
H 5.479 -0.177 -1.170
H 5.443 1.659 -1.096
H 3.476 -0.955 1.832
H 4.344 -1.561 0.243
H 2.241 -1.752 -0.819
H 2.132 0.078 -0.663
H 1.413 -2.103 1.592
H 0.907 -0.348 1.751
H -0.275 -2.639 -0.046
H -1.108 -1.597 1.213
H -2.392 -1.430 -1.676
H 0.070 -1.239 -2.484
H 0.244 1.024 -1.100
H -2.371 2.083 -0.513
H -4.057 -0.501 -0.569
H -5.925 0.431 0.880
H -4.909 1.952 1.283
H -4.510 0.237 2.034
O 7.202 -0.751 -2.096
C 7.376 -1.883 -1.725
O 6.511 -2.561 -0.924
C 7.072 -3.834 -0.586
C 8.088 -4.120 -1.668
C 8.579 -2.733 -2.028
H 7.530 -3.761 0.405
H 6.283 -4.587 -0.557
H 8.881 -4.797 -1.346
H 7.592 -4.569 -2.533
H 9.409 -2.417 -1.391
H 8.853 -2.665 -3.081
O -8.526 -0.766 2.143
C -8.843 0.387 2.011
O -8.016 1.354 1.529
C -8.673 2.623 1.608
C -10.149 2.305 1.658
C -10.173 0.980 2.389
H -8.328 3.138 2.509
H -8.414 3.225 0.735
H -10.742 3.084 2.141
H -10.534 2.170 0.642
H -10.208 1.114 3.473
H -10.995 0.349 2.052
```

As for the total charge: -1. The calculation puts the gap between HOMO and LUMO at 6.83 eV.